1.
This record from the OMol25 dataset describes one molecule with the formula C31H37N3O8 in a non-equilibrium geometry. The level of theory is wB97M-V/def2-TZVPD.

Calculated values
Energy above the lowest of the compared OMol25 structures with the same formula, charge and spin ... 0.0 kcal/mol
LUMO energy ... -0.83 eV
Kohn-Sham gap ... 6.98 eV
Spin multiplicity ... 1
Highest occupied orbital energy ... -7.807 eV
SMILES ... CCOC(=O)C(C(C)=O)(C(=O)OCC)[C@@H](/C=C/N1[C@H](Cc2ccccc2)C(=O)N(C)C1(C)C)c1cccc([N+](=O)[O-])c1

Geometry as XYZ:
```
79
C31H37N3O8 | the OMol25 dataset | wB97M-V/def2-TZVPD
C 3.4859 -0.8889 1.7240
C 2.3178 -1.3463 2.5519
O 1.5246 -0.1679 2.8686
C 0.5192 -0.4840 3.7031
O 0.3965 -1.6295 4.1125
C -0.3599 0.7241 3.9716
C 0.7056 1.8680 3.7550
C 0.6877 2.6844 2.4934
O 1.5451 2.0636 4.6154
C -1.3483 0.4888 2.8318
O -1.8628 1.3483 2.1179
O -1.6952 -0.7932 2.6568
C -2.7711 -0.9244 1.6935
C -3.0121 -2.3977 1.5738
C -1.1346 0.8786 5.1984
C -0.6948 0.1461 6.4466
C -0.6599 -1.1986 6.5533
N -0.3989 -1.9717 7.6460
C -0.2910 -3.4172 7.4660
C -1.5543 -4.0406 6.8631
C -1.3977 -5.5253 6.6320
C -2.2660 -6.4307 7.2490
C -2.0412 -7.8029 7.1223
C -0.9761 -8.2688 6.3400
C -0.1451 -7.3586 5.6752
C -0.3659 -5.9843 5.8074
C 0.0025 -3.9084 8.8834
O 0.2211 -5.0658 9.2343
N 0.0091 -2.8104 9.6985
C 0.1679 -2.9515 11.1288
C -0.3866 -1.5568 9.0573
C -1.7843 -1.1339 9.5428
C 0.6358 -0.4608 9.3825
C -1.4524 2.3991 5.4741
C -2.0338 3.1636 4.4505
C -2.4260 4.4932 4.6494
C -2.2956 5.0884 5.8945
C -1.7242 4.3378 6.9266
N -1.7224 4.8953 8.2408
O -2.1913 6.0532 8.3574
O -1.2812 4.2390 9.2101
C -1.2513 3.0238 6.7074
H 4.1400 -1.7497 1.5569
H 3.1737 -0.5256 0.7385
H 4.0775 -0.1179 2.2310
H 1.6786 -2.0506 2.0048
H 2.6518 -1.8058 3.4890
H -0.2744 2.6725 1.9743
H 0.9263 3.7221 2.7698
H 1.4683 2.3178 1.8086
H -3.6575 -0.3923 2.0633
H -2.4589 -0.4772 0.7423
H -3.9804 -2.5714 1.0998
H -2.2478 -2.8545 0.9380
H -3.0042 -2.9010 2.5448
H -2.1234 0.4258 4.9737
H -0.6229 0.7382 7.3479
H -0.7797 -1.7642 5.6327
H 0.5817 -3.6443 6.8243
H -2.3946 -3.8403 7.5491
H -1.7701 -3.5350 5.9091
H -3.0891 -6.0413 7.8545
H -2.6941 -8.5040 7.6437
H -0.7955 -9.3406 6.2460
H 0.6838 -7.7087 5.0585
H 0.2712 -5.2553 5.2978
H 0.4796 -3.9764 11.3468
H 0.9307 -2.2535 11.4898
H -0.7710 -2.7408 11.6597
H -2.4827 -1.9796 9.4603
H -1.7173 -0.8244 10.5946
H -2.1600 -0.2942 8.9464
H 1.6527 -0.8354 9.2064
H 0.4812 0.4317 8.7755
H 0.5271 -0.1791 10.4389
H -2.2165 2.7297 3.4730
H -2.8566 5.0546 3.8225
H -2.6107 6.1069 6.1038
H -0.7788 2.5364 7.5594
```

Löwdin population analysis, charges in e, atoms 1 to 5: -0.066, -0.189, 0.009, -0.396, 0.096



2.
This record from the OMol25 dataset describes C31H38BrMoN5O3 as an isolated structure in a non-equilibrium geometry. The level of theory is wB97M-V/def2-TZVPD.

Calculated values
Energy above the lowest of the compared OMol25 structures with the same formula, charge and spin ... 17.0 kcal/mol
Charge ... +2
LUMO energy (spin up / spin down) ... -7.10 / -7.05 eV
Kohn-Sham gap (spin up / spin down) ... 6.73 / 6.76 eV
Spin multiplicity ... 1
Highest occupied orbital energy (spin up / spin down) ... -13.832 / -13.816 eV

Geometry as XYZ:
```
79
C31H38BrMoN5O3 | the OMol25 dataset | wB97M-V/def2-TZVPD
Mo -1.3089 -1.1650 0.4698
O -1.4333 -4.3611 2.9676
C -1.4658 -3.2643 2.4913
N -1.1379 -2.9673 1.1510
C -1.3761 -4.0282 0.1693
C -2.5858 -3.5750 -0.6272
C -3.3709 -4.4146 -1.3937
C -4.4853 -3.9024 -2.0359
C -4.7978 -2.5552 -1.9057
C -3.9699 -1.7621 -1.1462
N -2.8857 -2.2569 -0.5232
C -1.9583 -2.0507 3.2321
C -2.1909 -2.0430 4.5834
C -2.7572 -0.8984 5.1372
C -3.0734 0.1712 4.3155
C -2.8006 0.0835 2.9605
N -2.2452 -1.0111 2.4342
H -1.5782 -4.9797 0.6608
H -0.5107 -4.1613 -0.4807
H -3.1225 -5.4659 -1.4562
H -5.1185 -4.5534 -2.6248
H -5.6721 -2.1275 -2.3746
H -4.1671 -0.7059 -1.0154
H -1.9426 -2.9185 5.1676
H -2.9569 -0.8492 6.1994
H -3.5274 1.0694 4.7088
H -3.0133 0.8995 2.2822
C 3.8276 4.9671 -0.0411
C 2.2937 5.0337 -0.0039
C 1.7922 5.6215 -1.3257
C 1.8557 5.9470 1.1519
C 1.6954 3.6481 0.2435
C 0.4662 3.2840 -0.3085
C -0.0219 2.0395 0.0054
Br -1.7351 1.4922 -0.6562
C 0.6403 1.1421 0.8243
O -0.0031 -0.0476 1.0776
C 1.8561 1.4703 1.4050
C 2.3380 2.7402 1.0855
C 2.5811 0.5639 2.4080
C 1.8179 0.6410 3.7390
C 4.0161 1.0540 2.6385
C 2.6527 -0.8997 1.9356
H 4.2236 5.9151 -0.4047
H 4.1835 4.1781 -0.7070
H 4.2579 4.8030 0.9477
H 2.3257 6.5485 -1.5347
H 0.7296 5.8697 -1.2903
H 1.9654 4.9418 -2.1636
H 2.2963 6.9382 1.0318
H 2.1814 5.5471 2.1143
H 0.7698 6.0593 1.1761
H -0.0913 3.9537 -0.9470
H 3.2813 3.0386 1.5147
H 1.7331 1.6726 4.0837
H 2.3433 0.0675 4.5048
H 0.8096 0.2278 3.6370
H 4.0499 2.0127 3.1581
H 4.5693 1.1492 1.7019
H 4.5403 0.3342 3.2662
H 1.7215 -1.4361 2.1033
H 3.4286 -1.4180 2.4994
H 2.9114 -0.9751 0.8771
N -0.3154 -1.4152 -1.3685
C -0.0454 -1.5691 -2.4897
N 0.2967 -1.6976 -3.7268
C -0.2448 -0.7942 -4.7720
C -1.2180 -1.5877 -5.6189
O -0.5937 -2.7399 -6.1474
C -0.1433 -3.6207 -5.1392
C 0.8904 -2.9497 -4.2559
H 0.6050 -0.4650 -5.3699
H -0.7071 0.0705 -4.2995
H -1.5596 -0.9906 -6.4617
H -2.0901 -1.8775 -5.0155
H 0.2979 -4.4810 -5.6383
H -0.9924 -3.9623 -4.5301
H 1.7696 -2.6696 -4.8353
H 1.1995 -3.5829 -3.4264
```

Löwdin population analysis, charges in e, atoms 1 to 5: 1.569, 0.163, -0.412, -0.153, -0.119



3.
This record from the OMol25 dataset describes C31H38BrMoN5O3 as an isolated structure. The level of theory is wB97M-V/def2-TZVPD.

Calculated values
Energy above the lowest of the compared OMol25 structures with the same formula, charge and spin ... 0.0 kcal/mol
Charge ... +2
LUMO energy ... -6.54 eV
Kohn-Sham gap ... 7.22 eV
Spin multiplicity ... 1
Highest occupied orbital energy ... -13.762 eV

Geometry as XYZ:
```
79
C31H38BrMoN5O3 | the OMol25 dataset | wB97M-V/def2-TZVPD
Mo -0.4764 -0.5307 0.2878
O -3.9957 1.3951 0.9700
C -2.8654 1.1144 0.6819
N -2.2490 -0.1007 0.9713
C -3.0409 -1.0605 1.7318
C -2.1420 -2.1921 2.1145
C -2.5508 -3.2640 2.8896
C -1.6419 -4.2624 3.1883
C -0.3378 -4.1686 2.7141
C 0.0115 -3.0735 1.9609
N -0.8782 -2.1077 1.6580
C -1.9271 2.0481 -0.0244
C -2.2893 3.3143 -0.4206
C -1.3358 4.0972 -1.0612
C -0.0651 3.5848 -1.2733
C 0.2279 2.3062 -0.8326
N -0.6946 1.5523 -0.2245
H -3.4668 -0.5849 2.6188
H -3.8848 -1.4259 1.1390
H -3.5694 -3.3086 3.2500
H -1.9433 -5.1090 3.7906
H 0.3944 -4.9335 2.9276
H 1.0101 -2.9428 1.5632
H -3.2947 3.6612 -0.2257
H -1.5836 5.0974 -1.3904
H 0.6966 4.1654 -1.7735
H 1.2044 1.8592 -0.9736
C 1.2946 -5.1563 -6.1225
C 1.7536 -3.6913 -6.0744
C 1.1386 -2.9182 -7.2505
C 3.2759 -3.6531 -6.2067
C 1.2764 -3.0631 -4.7681
C 2.1572 -2.5185 -3.8367
C 1.6588 -1.9666 -2.6786
Br 2.8513 -1.2170 -1.4136
C 0.2876 -1.9413 -2.4219
O -0.0732 -1.3623 -1.2271
C -0.6360 -2.4692 -3.3254
C -0.0850 -3.0167 -4.4820
C -2.1661 -2.5099 -3.1853
C -2.7282 -1.8914 -1.9016
C -2.7862 -1.7424 -4.3642
C -2.6220 -3.9771 -3.2232
H 1.6343 -5.6165 -7.0509
H 0.2081 -5.2471 -6.0893
H 1.7110 -5.7256 -5.2896
H 1.4720 -3.3560 -8.1920
H 1.4463 -1.8712 -7.2354
H 0.0484 -2.9543 -7.2378
H 3.5649 -4.1157 -7.1501
H 3.7687 -4.2088 -5.4064
H 3.6593 -2.6308 -6.2146
H 3.2236 -2.5206 -4.0042
H -0.7657 -3.4362 -5.2094
H -2.4939 -0.8262 -1.8280
H -2.3844 -2.4220 -1.0091
H -3.8154 -1.9770 -1.9242
H -2.4698 -0.6974 -4.3607
H -3.8742 -1.7713 -4.2909
H -2.5096 -2.1732 -5.3251
H -2.1920 -4.5420 -2.3933
H -2.3338 -4.4716 -4.1495
H -3.7091 -4.0274 -3.1462
N 1.0498 0.0266 1.5060
C 1.9292 0.3387 2.2086
N 2.8998 0.6877 2.9652
C 3.5474 2.0191 2.8568
C 5.0524 1.8121 2.7955
O 5.4882 1.0520 3.9002
C 4.9499 -0.2513 3.8825
C 3.4374 -0.2001 4.0263
H 3.2767 2.5924 3.7443
H 3.1712 2.5228 1.9683
H 5.5580 2.7744 2.8444
H 5.3276 1.3157 1.8560
H 5.3809 -0.7913 4.7230
H 5.2242 -0.7666 2.9530
H 3.1595 0.2302 4.9893
H 2.9870 -1.1856 3.9238
```

Löwdin population analysis, charges in e, atoms 1 to 5: 1.660, 0.159, -0.437, -0.162, -0.120



4.
This record from the OMol25 dataset describes C31H38Cl42N2 as an isolated structure in a non-equilibrium geometry. The level of theory is wB97M-V/def2-TZVPD.

Calculated values
LUMO energy ... -1.19 eV
Kohn-Sham gap ... 6.42 eV
Spin multiplicity ... 1
Highest occupied orbital energy ... -7.616 eV

Geometry as XYZ:
```
113
C31H38Cl42N2 | the OMol25 dataset | wB97M-V/def2-TZVPD
C 2.4807 2.1771 0.0085
C 1.5660 1.8582 -1.3261
C 1.3604 0.2546 -1.6362
C 0.1415 -0.0839 -2.6893
C -0.0603 1.1484 -3.8016
C -1.2955 -0.4677 -1.9246
C -2.3575 0.7524 -1.4993
C -3.7890 0.3871 -0.7867
C -4.9281 1.4498 -0.2754
C -4.8973 2.9124 -1.0187
C -3.6102 3.8688 -0.5434
C -5.0688 2.8457 -2.6608
C -4.0969 -1.2189 -0.5223
C -3.0537 -2.4464 -0.9346
N -3.4849 -3.8446 -0.5928
C -2.4594 -4.8491 -1.0365
C -1.0666 -4.4633 -1.7823
N -0.5999 -3.0679 -2.0873
C -1.6377 -2.0758 -1.6436
H 2.8242 3.3060 -0.0050
H 3.4709 1.5267 0.0460
H 1.8620 1.9803 0.9875
H 0.4953 2.3619 -1.1734
H 2.0969 2.3719 -2.2339
H 2.4197 -0.1681 -1.9891
H 1.1124 -0.2973 -0.6128
H 0.5261 -1.0059 -3.3422
H -0.3990 2.1491 -3.2954
H -0.9387 0.8452 -4.5478
H 0.9296 1.2992 -4.4514
H -2.0634 1.8644 -1.7162
H -5.9937 0.9493 -0.4729
H -4.8642 1.6134 0.9012
H -5.8586 3.5010 -0.6252
H -3.1335 3.3012 0.3874
H -2.8637 3.8862 -1.4483
H -4.0244 4.9254 -0.2359
H -5.8987 2.0207 -2.8965
H -4.0861 2.5824 -3.2389
H -5.5428 3.8683 -3.0213
H -5.1137 -1.5205 -0.0040
H -2.6858 -5.9970 -0.8372
H -0.3540 -5.3600 -2.1041
C 1.0280 1.4208 4.0090
Cl -0.0501 1.5698 2.6109
Cl 2.5664 2.2434 3.6988
Cl 0.2551 2.0747 5.4631
H 1.2321 0.3600 4.1750
C 3.1486 4.7140 -4.2120
Cl 1.4326 4.4192 -4.5398
Cl 3.3509 5.5576 -2.6670
Cl 4.0527 3.1902 -4.2116
H 3.5466 5.3503 -5.0065
C -0.5636 -2.0972 6.2036
Cl 0.4454 -1.6343 4.8227
Cl 0.4422 -2.6717 7.5443
Cl -1.5720 -0.7354 6.7215
H -1.2206 -2.9131 5.8918
C -2.2514 7.6470 -1.9530
Cl -3.9674 7.3522 -2.2809
Cl -2.0491 8.4907 -0.4081
Cl -1.3473 6.1232 -1.9527
H -1.8534 8.2834 -2.7475
C 0.7280 -5.3907 3.2492
Cl -0.3501 -5.2418 1.8511
Cl 2.2664 -4.5682 2.9390
Cl -0.0449 -4.7369 4.7033
H 0.9321 -6.4516 3.4152
C 3.0853 -5.4927 7.6362
Cl 1.5527 -6.1382 7.0248
Cl 3.7759 -6.5784 8.8543
Cl 4.2292 -5.2415 6.3066
H 2.8883 -4.5267 8.1080
C 6.2080 0.5591 -1.9970
Cl 6.5141 1.0167 -3.6811
Cl 5.4809 1.9084 -1.1080
Cl 5.1643 -0.8706 -1.9206
H 7.1641 0.3130 -1.5278
C -3.8147 2.9651 6.1264
Cl -5.3473 2.3195 5.5150
Cl -3.1241 1.8794 7.3445
Cl -2.6708 3.2162 4.7968
H -4.0117 3.9311 6.5982
C -4.4920 -0.7322 -4.7184
Cl -3.7627 -0.1289 -3.2206
Cl -4.8943 0.6123 -5.8000
Cl -3.4036 -1.8746 -5.5243
H -5.4160 -1.2579 -4.4641
C 2.8442 -6.2443 -2.3058
Cl 2.5968 -7.7940 -3.1284
Cl 4.0701 -5.2815 -3.1483
Cl 1.3193 -5.3491 -2.1934
H 3.2010 -6.4455 -1.2924
C 6.9535 -3.5482 -4.7668
Cl 5.7170 -2.4915 -5.4693
Cl 7.8075 -4.4379 -6.0390
Cl 8.0954 -2.6073 -3.7920
H 6.4580 -4.2715 -4.1141
C 6.4442 6.7410 -0.5560
Cl 6.1968 5.1913 -1.3785
Cl 7.6701 7.7038 -1.3984
Cl 4.9193 7.6362 -0.4435
H 6.8010 6.5398 0.4574
C -4.1465 -6.2000 -4.2293
Cl -5.3830 -5.1433 -4.9318
Cl -3.2925 -7.0897 -5.5015
Cl -3.0046 -5.2590 -3.2545
H -4.6420 -6.9232 -3.5766
C -0.1488 0.4429 10.5019
Cl 0.5170 -1.1960 10.6022
Cl 0.3004 1.2040 8.9662
Cl -1.9105 0.4113 10.6886
H 0.2733 1.0365 11.3168
```

Löwdin population analysis, charges in e, atoms 1 to 5: -0.181, -0.244, -0.174, -0.290, -0.117



5.
This record from the OMol25 dataset describes C31H38F3N3OPRuS3 as an isolated structure. The level of theory is wB97M-V/def2-TZVPD.

Calculated values
Energy above the lowest of the compared OMol25 structures with the same formula, charge and spin ... 0.0 kcal/mol
Charge ... +1
LUMO energy (spin up / spin down) ... -4.76 / -5.23 eV
Kohn-Sham gap (spin up / spin down) ... 6.01 / 5.71 eV
Spin multiplicity ... 1
Highest occupied orbital energy (spin up / spin down) ... -10.769 / -10.941 eV

Geometry as XYZ:
```
81
C31H38F3N3OPRuS3 | the OMol25 dataset | wB97M-V/def2-TZVPD
Ru 1.1913 0.2220 -0.2770
C -1.3287 3.2227 1.9047
C -0.5379 2.5281 0.8336
N -0.0940 1.3090 1.0283
N -0.2305 0.8932 2.3527
C 0.3310 -0.2185 2.6294
S 1.0611 -1.2376 1.4056
S 0.3042 -0.9086 4.2320
C -1.2183 -0.1681 4.8994
C -2.4592 -0.6119 4.1703
C -2.7614 -1.9652 4.0367
C -3.9201 -2.3652 3.3918
C -4.7902 -1.4167 2.8664
C -4.4964 -0.0689 2.9941
C -3.3354 0.3293 3.6459
C -0.2410 3.2766 -0.3764
C -0.3810 4.6814 -0.3784
C -0.0636 5.4334 -1.4807
C 0.3994 4.7961 -2.6378
C 0.5473 3.4293 -2.6689
C 0.2280 2.6561 -1.5460
O 0.3203 1.3409 -1.6607
H -1.8129 2.5038 2.5512
H -2.0713 3.8758 1.4555
H -0.6639 3.8318 2.5228
H -1.1166 0.9147 4.8974
H -1.2179 -0.5104 5.9357
H -2.0858 -2.7083 4.4442
H -4.1509 -3.4191 3.3064
H -5.6987 -1.7309 2.3691
H -5.1767 0.6759 2.6017
H -3.1252 1.3842 3.7748
H -0.7219 5.1859 0.5140
H -0.1684 6.5086 -1.4535
H 0.6450 5.3806 -3.5147
H 0.9081 2.9161 -3.5503
F 7.4171 0.5860 0.1109
C 6.2409 0.4301 -0.5066
F 6.0661 -0.8772 -0.7275
F 6.3214 1.0344 -1.7008
C 5.1139 1.0094 0.3121
C 5.3663 1.7266 1.4754
C 4.3110 2.2395 2.2244
C 3.0207 2.0177 1.7833
N 2.7905 1.3607 0.6500
C 3.7940 0.8586 -0.0819
S 3.1034 -0.0269 -1.4720
H 6.3885 1.8704 1.7966
H 4.4866 2.7957 3.1328
H 2.1542 2.3747 2.3261
C 0.4691 -2.5398 -4.1323
C 0.3967 -1.2440 -3.3183
C -0.4583 -0.2392 -4.1074
P -0.0630 -1.4167 -1.5161
C -1.8623 -1.0810 -1.3609
C -2.3154 -1.1780 0.0993
C -2.7973 -1.9041 -2.2529
C 0.2642 -3.1403 -0.9287
C -0.5690 -4.2799 -1.5260
C 1.7624 -3.4636 -0.9163
H 0.8709 -2.2953 -5.1171
H -0.5217 -2.9685 -4.2859
H 1.1110 -3.3004 -3.6966
H 1.4050 -0.8243 -3.2668
H -1.4350 -0.6487 -4.3609
H 0.0537 -0.0317 -5.0486
H -0.6007 0.7005 -3.5871
H -1.9052 -0.0332 -1.6769
H -2.1284 -2.1725 0.5126
H -3.3911 -1.0054 0.1582
H -1.8297 -0.4461 0.7408
H -3.0077 -2.8772 -1.8175
H -2.4149 -2.0659 -3.2577
H -3.7487 -1.3766 -2.3375
H -0.0407 -3.0829 0.1200
H -0.5269 -4.3411 -2.6092
H -1.6100 -4.2080 -1.2233
H -0.1861 -5.2213 -1.1276
H 2.1756 -3.6134 -1.9129
H 1.9172 -4.3871 -0.3563
H 2.3439 -2.6803 -0.4324
```

Löwdin population analysis, charges in e, atoms 1 to 5: 0.831, -0.005, -0.210, -0.088, -0.039



The records above yield electronic energy values of -1969.552910; -4345.336303; -4345.363417; -20640.879503; -3373.846152 Ha, respectively.